a) Molecular formula: H26O13
Method: DFT, the ωB97M-V functional and the def2-TZVPD basis

Output
Kohn-Sham gap in eV: 10.315
E_LUMO in eV: -0.1

Element x y z (Å)
O 3.8913 -0.0414 -0.7754
O 2.2030 1.3502 1.2104
O -0.2316 0.3400 -0.2226
O -3.0554 0.9344 -0.3104
O -3.9559 -1.5690 0.9245
O -0.8622 -2.1241 0.9239
O 0.5136 1.9651 -2.7663
O 0.9337 3.6869 0.7079
O -0.6609 -3.3438 -1.5749
O 1.3202 -1.4214 -1.4285
O -1.7818 3.3003 0.3429
O 3.0269 -2.7329 0.0430
O -0.4681 0.2409 2.5522
H -4.0104 -2.3413 1.4836
H 0.2221 0.7319 2.9047
H 0.6860 -2.1591 -1.4484
H 3.8679 0.3052 -1.6776
H -0.8716 -2.8567 1.5348
H 1.1521 2.7591 0.8069
H -3.7215 0.3854 -0.7275
H -3.5588 1.1500 0.4889
H 3.2808 0.5216 -0.3693
H 2.2574 1.9460 1.9271
H 1.9885 -1.4923 -2.1206
H 3.9011 -2.8804 -0.2843
H -1.3385 -3.9385 -1.4415
H -0.5718 -1.4277 1.4598
H -2.4140 3.4260 1.0617
H -2.0989 2.5386 -0.1724
H 0.4313 -0.1981 -0.6494
H 2.6423 -2.0998 -0.5818
H 0.1341 3.5857 0.1655
H -0.8733 -2.7265 -0.8470
H 0.0374 1.5929 -2.0173
H -3.0919 -1.6392 0.5947
H -1.1324 0.1363 -0.3864
H 2.4022 0.5896 1.7356
H -0.5826 0.6000 1.6826
H 0.3896 2.9062 -2.7490

Here are the natural (NBO) charges for atoms 1 to 5, given in e: -0.95, -0.94, -1.02, -0.97, -0.95



b) Molecular formula: H26O13
Method: DFT, the ωB97M-V functional and the def2-TZVPD basis

Output
Kohn-Sham gap in eV: 9.303
E_LUMO in eV: -0.6

Element x y z (Å)
O 0.3764 -1.8577 -0.9109
O 3.2654 -4.0484 -1.2462
O 1.5120 -1.7597 3.1470
O 3.2479 3.8820 -1.7520
O -0.2803 0.1082 -0.1843
O -2.7174 -2.9993 1.6948
O 3.2512 0.0183 1.0997
O -4.3823 -1.6648 -0.8406
O -2.3143 1.7798 1.0010
O 3.1470 0.0060 -1.6588
O -2.6903 0.3738 -0.9077
O 1.4093 2.8175 3.5103
O -3.5898 2.8423 -1.0031
H 3.4935 -0.8196 -1.3020
H -3.1257 0.1607 -0.0746
H 4.1453 0.3780 1.0871
H -3.0586 -2.2874 1.1419
H -4.0101 3.6687 -0.7396
H 1.0860 3.5337 2.9521
H 2.3668 -0.2629 -2.1568
H 0.8445 -1.0229 -1.0246
H -3.8421 2.7351 -1.9272
H -1.5276 2.0507 0.5146
H 3.8882 3.5540 -2.3934
H 3.6250 -3.7067 -2.0726
H -2.1106 1.9987 1.9172
H 1.6378 -1.5059 2.2258
H 2.8259 3.0845 -1.4130
H -2.6097 1.3341 -0.8913
H -4.2470 -2.5135 -0.4044
H 2.7328 -3.3215 -0.9040
H 0.9310 2.0417 3.1968
H -0.4944 0.1601 -1.1226
H 2.8857 0.2686 0.2437
H -5.1126 -1.8273 -1.4484
H 0.6138 -1.4742 3.3485
H 0.6412 0.3870 -0.1382
H -2.5124 -3.7039 1.0699
H 0.6984 -2.4076 -1.6340

Here are the natural (NBO) charges for atoms 1 to 5, given in e: -0.91, -0.93, -0.94, -0.93, -0.89



c) Molecular formula: H26O13
Method: DFT, the ωB97M-V functional and the def2-TZVPD basis

Output
Kohn-Sham gap in eV: 10.009
E_LUMO in eV: -0.6

Element x y z (Å)
O -1.9733 -3.2895 -1.2232
O 3.2365 2.7659 0.0835
O -2.8497 0.4268 -2.4836
O 1.9867 0.6897 2.3925
O -2.7896 3.0434 -0.8035
O -0.0702 -1.5368 -0.6951
O -1.4096 -2.6221 1.7010
O -3.1962 -0.6918 1.1864
O -0.1112 2.5978 2.4646
O 1.6042 3.5808 -1.9980
O 1.0011 -1.9287 1.6435
O 1.9068 -0.0961 -2.1647
O 4.2054 -1.3618 -0.3883
H -2.3221 -3.2817 -0.3196
H 1.2378 0.5689 -2.4500
H -1.0859 2.4791 2.6424
H -3.2308 2.2642 -1.3154
H 3.3444 -1.8209 -0.3141
H -2.6584 -3.0671 -1.8245
H -2.1399 0.1333 -3.0251
H -1.8786 -2.1248 1.1677
H -3.3379 -0.2726 -2.1443
H 1.3771 -0.8395 -2.1860
H 0.3158 -1.6480 0.2041
H 1.5109 -2.6690 2.0179
H -1.5175 -3.5054 1.3285
H -3.3263 -0.3651 2.1090
H 0.0394 -2.2385 1.7296
H 2.9842 1.7798 0.1007
H 0.6490 1.8894 2.8218
H 4.1039 -0.6893 -1.0774
H -3.9209 -0.5126 0.5287
H 3.3911 2.6720 -0.8386
H 2.7564 1.1906 2.2511
H 2.1740 3.7183 -1.2205
H 1.4843 0.7434 3.2416
H -0.6127 -2.2048 -0.7245
H 1.0379 2.8253 -1.7411
H -1.9161 3.3973 -0.6769

Here are the natural (NBO) charges for atoms 1 to 5, given in e: -0.93, -0.93, -0.94, -0.93, -1.06



d) Molecular formula: H26O13
Method: DFT, the ωB97M-V functional and the def2-TZVPD basis

Output
Kohn-Sham gap in eV: 10.382
E_LUMO in eV: -0.6

Element x y z (Å)
O 0.2550 3.3832 2.8323
O 0.1248 -0.6736 -1.1873
O -1.8971 1.2491 -1.6450
O -0.1898 1.6573 -3.6756
O 3.3224 -2.2380 0.0623
O -3.5006 -2.8074 0.1357
O 0.2250 -2.9624 0.7064
O -0.1545 -2.5554 3.5650
O 1.6530 1.7310 0.0521
O 1.9202 -0.3075 2.1275
O 0.2958 -1.2082 -3.9129
O 1.2112 3.9140 -1.7406
O -3.4582 -0.3125 1.7019
H -3.1039 -2.1081 -0.3771
H 0.2362 3.4877 1.8851
H 2.1249 1.5656 0.8742
H 3.2970 -1.9942 0.9927
H -0.5580 -0.0261 -1.4189
H -2.2702 1.8445 -2.3066
H -0.9299 -1.9817 3.5149
H -0.0842 2.5376 3.1251
H -4.3227 0.0179 1.5283
H 0.5092 -0.4685 -4.5057
H -0.0427 0.7638 -3.3464
H 1.8320 3.6368 -1.0703
H -0.3142 -2.9150 2.6737
H 0.9992 -1.0192 -3.2722
H -1.3218 1.8670 -1.1778
H 0.4134 -0.5798 -0.2797
H -0.2162 -3.7716 0.4546
H 1.8742 0.9347 -0.4403
H 1.5908 0.4506 2.6204
H -2.8423 0.3011 2.0931
H 1.7049 -1.0575 2.7033
H 1.0712 -2.8111 0.2846
H 3.1205 -1.4102 -0.3461
H -3.1808 -2.8286 1.0069
H 0.5499 4.3645 -1.2030
H 0.0562 2.3300 -3.0346

Here are the natural (NBO) charges for atoms 1 to 5, given in e: -0.95, -0.99, -0.94, -0.98, -0.93



Least stable structure: c)



a) Molecular formula: H26O13
Method: DFT, the ωB97M-V functional and the def2-TZVPD basis

Output
Kohn-Sham gap in eV: 9.245
E_LUMO in eV: -0.4

Element x y z (Å)
O -1.3687 2.8197 1.2146
O -3.3157 -2.4593 1.6226
O 1.4063 -0.4963 -2.0664
O 3.4163 0.2577 -0.3554
O -2.3947 -2.3493 -0.9274
O -0.3337 -2.3533 1.3486
O 2.0233 -2.4633 -0.1584
O 1.3973 2.2587 -1.5654
O 1.5913 1.4177 1.2906
O -1.5087 -0.1363 -2.6264
O -0.4897 0.2197 0.1066
O 0.8333 4.2827 0.4956
O -2.4087 0.4227 2.4746
H -1.8947 0.2557 1.6936
H -1.3517 -0.0733 -1.6864
H 0.3313 0.6887 0.3716
H -4.1647 -2.8203 1.3966
H -2.9277 -3.1263 -1.1994
H 2.7053 -2.1753 0.4486
H 3.7603 1.1637 -0.5704
H 1.9373 -0.4993 -2.8424
H -1.5587 -2.5563 -1.3194
H 1.1963 3.5097 0.0146
H -2.1607 -0.3323 3.0466
H 1.5853 0.8257 2.0396
H 0.0363 -1.8703 2.0766
H 1.4323 2.1457 -2.5064
H 0.3993 4.7057 -0.2544
H 1.4583 -1.4193 -1.8044
H -1.1987 -2.6353 1.5876
H -0.6607 -0.3433 -2.9774
H 2.6913 -0.0353 -0.9344
H -2.8687 -2.2263 0.8086
H 1.3053 1.3717 -1.3524
H 2.4073 1.1707 0.9036
H -1.2137 2.1697 0.5526
H -0.9327 3.6697 0.8646
H 1.1823 -2.3293 0.2856
H -0.3447 -0.6543 0.5046

Here are the natural (NBO) charges for atoms 1 to 5, given in e: -0.96, -0.98, -0.96, -1.00, -0.94



b) Molecular formula: H26O13
Method: DFT, the ωB97M-V functional and the def2-TZVPD basis

Output
Kohn-Sham gap in eV: 9.734
E_LUMO in eV: -0.3

Element x y z (Å)
O 0.2338 -3.8518 0.4834
O 0.4821 2.2378 -2.2636
O 2.1642 1.1225 1.9998
O -1.6637 2.2233 -0.2464
O -3.8520 0.3816 -0.5398
O -0.8936 -2.3089 2.5209
O -1.7155 -0.6903 -2.2725
O 0.0573 -0.0547 0.3065
O -3.0318 0.5913 2.0587
O 0.5743 -2.6084 -2.1790
O 3.5972 -0.8777 1.0101
O 2.6104 0.7162 -1.2309
O 0.2227 3.4016 1.2713
H 2.8454 -0.0455 -0.7009
H -1.1119 -1.7576 1.7695
H 0.3288 -3.0755 -2.9776
H 0.4526 -3.5828 -0.4088
H 1.2782 0.9146 1.7034
H -0.4639 2.9624 0.7694
H -0.7727 0.2973 -0.0150
H 3.1668 1.4206 -0.8986
H -3.5490 0.8562 2.8193
H 1.2597 1.7691 -1.9605
H -2.5029 2.6258 -0.4702
H 2.8616 -0.3160 1.2544
H -1.2547 -1.5222 -2.3810
H 4.2056 -0.8100 1.7459
H 2.1215 1.0498 2.9533
H -3.1697 0.1585 -1.1730
H -2.1277 0.7902 2.3022
H -3.4246 0.2988 0.3127
H 1.0276 3.2213 0.7858
H 0.3818 -0.5981 -0.4116
H 0.7840 3.1343 -2.4097
H -1.1527 -0.0463 -2.7023
H -0.4042 -3.0416 2.1469
H 0.1493 -4.8040 0.4330
H 1.4825 -2.3439 -2.3253
H -1.1970 2.1620 -1.0799

Here are the natural (NBO) charges for atoms 1 to 5, given in e: -0.96, -0.99, -0.97, -0.98, -0.98



c) Molecular formula: H26O13
Method: DFT, the ωB97M-V functional and the def2-TZVPD basis

Output
Kohn-Sham gap in eV: 10.212
E_LUMO in eV: 0.1

Element x y z (Å)
O -0.5982 2.6126 -1.7604
O 2.4447 1.6186 -0.4231
O -2.1380 -2.4929 -0.3074
O -3.1124 -0.7538 2.2863
O 1.0274 3.9041 -0.2585
O 2.4733 -0.0814 -2.8972
O -0.1990 -2.3213 3.1564
O -0.9147 1.3940 1.2947
O -0.7062 -2.8726 -2.2304
O 0.8186 -0.6718 -0.5744
O 3.3396 -0.4008 0.4116
O 1.7976 0.2435 2.3528
O -3.6324 0.1350 -0.2256
H 3.0392 1.8617 -1.0633
H 2.6783 1.5560 0.4626
H 3.1985 -0.6448 -3.0522
H 3.2043 -1.1174 -0.1945
H -1.9930 -3.0976 -1.0702
H -2.1403 -0.6658 2.4283
H 2.5357 0.4651 -2.1804
H -2.2165 -3.0741 0.4195
H -3.3695 -0.4331 1.4320
H 0.2891 3.4405 0.2186
H 2.6709 -0.4938 1.1026
H 0.8976 0.7587 2.2745
H 1.5246 3.0574 -0.4575
H 0.1764 3.1063 -2.1481
H -4.4222 0.1772 0.1063
H -0.8394 -2.9520 2.9003
H -1.4652 2.9854 -1.9188
H -0.6887 1.4247 0.3174
H -1.0111 -2.1024 -2.5718
H 0.1663 -2.9137 -2.5300
H 1.0097 0.2631 -0.3077
H 0.4665 -0.3693 -1.3971
H 1.6420 -0.6144 2.6995
H -0.8664 -1.8969 3.5193
H -3.2530 -0.4668 -0.6533
H -1.8338 1.4330 0.8394

Here are the natural (NBO) charges for atoms 1 to 5, given in e: -1.00, -0.96, -0.97, -0.98, -0.98



d) Molecular formula: H26O13
Method: DFT, the ωB97M-V functional and the def2-TZVPD basis

Output
Kohn-Sham gap in eV: 10.506
E_LUMO in eV: -0.4

Element x y z (Å)
O -2.3361 10.3601 -0.3211
O -4.0886 8.0749 5.7104
O -1.2948 10.6272 2.1953
O -6.3161 9.0025 1.7290
O -4.5145 10.7005 3.1454
O -2.8625 8.1699 2.1650
O -3.1943 7.6841 -0.5912
O -5.1614 6.6611 3.4750
O -3.0102 5.2885 2.1338
O -6.2229 7.5739 -0.6722
O -0.2393 8.6262 0.1038
O -5.5920 5.4854 0.6492
O -0.2740 5.6093 2.8661
H -1.8113 10.4028 0.4850
H -5.7859 8.3446 -0.3045
H -5.1616 10.1510 2.6714
H -2.4110 8.1632 -0.2486
H -1.8973 9.8806 2.0939
H -3.0260 5.2656 1.2055
H -0.0429 6.4893 3.2021
H -6.0895 8.4502 2.4498
H -5.6443 7.4769 -1.4771
H -3.2489 10.3636 0.0581
H -5.4695 5.0362 -0.1578
H -1.2277 5.5861 2.8100
H -1.7699 11.4821 2.1697
H -3.4212 7.9581 1.4246
H 0.0222 7.7631 -0.2828
H -3.7873 7.8182 4.8373
H -5.0923 6.1986 4.2809
H -5.6911 6.3787 0.3415
H -5.0022 8.3352 5.6421
H -2.8835 6.9036 -1.0769
H -7.2217 8.8847 1.3411
H -4.4580 6.4413 2.8828
H -2.8741 4.3535 2.3339
H -0.1879 8.5327 1.0271
H -3.8596 10.0472 3.4503
H -2.4580 7.3336 2.4162

Here are the natural (NBO) charges for atoms 1 to 5, given in e: -0.95, -0.95, -0.97, -1.00, -0.96



Least stable structure: c)